12
Properties=species:S:1:pos:R:3:forces:R:3:lowdin_charge:R:1 method="wB97M-V/def2-TZVPD" e_tot_ha=-1682.782231 mol_weight_g_mol=162.92 homo_ev="-6.6 / -9.7" e_above_lowest_kcal_mol=0.0 multiplicity=3
C -1.036 0.420 -1.764 -0.704 1.868 -1.682 -0.214
C 0.333 0.469 -1.251 -0.142 0.559 -0.657 -0.550
P 0.742 -0.050 0.303 1.172 -1.737 1.135 0.665
P 1.106 0.152 3.100 0.188 -0.530 1.179 -0.066
Cl -0.819 0.634 3.585 0.003 0.053 -0.143 0.005
Cl 1.019 -1.920 3.273 0.053 0.362 -0.024 -0.021
H -1.606 1.498 -1.657 1.050 -2.827 -0.307 0.136
H -1.622 -0.465 -1.529 -0.223 0.340 1.129 0.054
H -0.874 0.177 -2.818 -0.466 0.842 -0.532 0.060
H 1.088 1.116 -1.641 0.033 0.513 -0.915 0.036
H -0.234 -1.063 0.347 0.036 -0.232 0.506 -0.068
H 1.904 -0.969 0.051 -0.999 0.789 0.311 -0.036

12
Properties=species:S:1:pos:R:3:forces:R:3:lowdin_charge:R:1 method="wB97M-V/def2-TZVPD" e_tot_ha=-629.387457 mol_weight_g_mol=102.16 homo_ev=-9.3 smiles="O=CSC1CC1" e_above_lowest_kcal_mol=37.5 multiplicity=1
O -1.176 1.543 -0.036 -0.451 -1.403 0.105 -0.041
C -1.606 0.407 0.069 0.736 1.210 0.269 -0.580
S -0.726 -1.126 -0.033 -0.214 0.071 0.265 0.953
C 1.013 -0.705 -0.027 -0.030 0.987 -0.717 -0.562
C 1.503 0.538 -0.702 1.905 0.098 -1.361 -0.186
C 1.636 0.427 0.774 -0.890 -0.468 -0.294 -0.129
H -2.658 0.228 0.343 -0.041 -0.213 -0.280 0.074
H 1.645 -1.559 -0.230 -0.274 -0.233 0.288 0.094
H 0.862 1.250 -1.143 -1.205 0.519 0.276 0.073
H 2.373 0.542 -1.398 -0.252 -0.706 0.980 0.114
H 2.559 0.146 1.218 0.699 0.177 0.295 0.090
H 0.971 1.056 1.346 0.018 -0.040 0.175 0.098

36
Properties=species:S:1:pos:R:3:forces:R:3:lowdin_charge:R:1 method="wB97M-V/def2-TZVPD" total_charge=-1 e_tot_ha=-5634.941603 mol_weight_g_mol=527.15 homo_ev="-4.8 / -4.8" e_above_lowest_kcal_mol=27.8 multiplicity=2
Ti -0.054 -0.301 0.021 -1.480 -0.570 -0.267 0.681
O 0.244 -1.581 1.249 0.552 -0.671 0.754 -0.218
C 1.126 -1.960 2.159 -0.195 0.134 -0.201 -0.287
C 0.799 -2.942 3.092 0.066 -0.004 -0.013 0.015
C 1.754 -3.340 4.007 -0.025 -0.063 0.070 -0.075
C 3.032 -2.776 4.021 -0.033 0.053 -0.084 -0.099
C 3.339 -1.785 3.109 0.051 -0.087 0.127 -0.048
C 2.391 -1.359 2.178 0.304 0.400 -0.268 -0.132
C 2.713 -0.253 1.282 0.087 -0.260 0.410 -0.022
N 1.882 0.288 0.475 0.897 0.521 -0.398 -0.075
N 2.355 1.416 -0.236 0.140 -0.422 0.446 0.111
C 1.387 1.834 -0.986 -0.072 0.362 -0.169 -0.419
O 0.238 1.231 -1.048 0.396 0.497 -0.296 -0.229
C 1.533 3.077 -1.782 -0.071 -0.258 0.083 -0.136
C 2.768 3.703 -1.927 0.030 0.073 -0.036 -0.036
C 2.859 4.874 -2.662 -0.025 -0.041 0.009 -0.095
C 1.718 5.418 -3.244 0.042 0.028 0.005 -0.101
C 0.490 4.792 -3.094 -0.034 -0.087 0.040 -0.071
C 0.390 3.613 -2.364 0.014 0.129 -0.086 -0.005
H -0.202 -3.351 3.066 0.014 -0.012 0.017 0.119
H 1.501 -4.103 4.733 0.011 0.006 -0.009 0.102
H 3.769 -3.102 4.742 -0.010 -0.005 0.008 0.094
H 4.318 -1.318 3.115 -0.013 -0.002 -0.004 0.109
H 3.710 0.183 1.335 -0.009 -0.023 0.041 0.133
H 3.640 3.266 -1.460 -0.014 0.001 -0.004 0.104
H 3.817 5.363 -2.782 -0.004 0.008 0.003 0.094
H 1.791 6.338 -3.812 0.002 -0.010 -0.006 0.094
H -0.398 5.217 -3.543 0.001 0.006 0.002 0.103
H -0.564 3.112 -2.229 0.011 0.022 -0.010 0.055
Cl -3.146 -1.896 1.842 0.005 0.204 -0.210 -0.355
Ge -3.163 0.111 0.200 -0.473 -0.190 -0.177 0.407
Cl -3.011 2.011 -1.582 0.032 -0.229 0.141 -0.325
Cl -1.165 1.095 1.592 -0.060 -0.109 -0.191 0.104
O 0.448 -1.425 -1.615 -0.331 0.220 0.098 -0.647
S -1.049 -1.430 -2.101 -0.044 -0.237 -0.274 0.820
N -1.791 -0.924 -0.829 0.238 0.616 0.450 -0.771

15
Properties=species:S:1:pos:R:3:forces:R:3:lowdin_charge:R:1 method="wB97M-V/def2-TZVPD" e_tot_ha=-345.693547 mol_weight_g_mol=100.12 homo_ev=-9.2 smiles="CCO[C@H]1CC1=O" e_above_lowest_kcal_mol=69.9 multiplicity=1
C 0.461 -1.659 -0.662 0.022 -0.086 -0.099 -0.054
C -0.275 -0.429 -1.175 -0.101 -0.620 -0.250 -0.243
O -1.328 -0.046 -0.282 0.206 0.242 -0.199 -0.072
C -0.952 1.044 0.483 0.204 0.494 -0.022 -0.228
C 0.060 0.796 1.631 0.193 0.205 0.353 0.015
C 0.482 1.436 0.382 -0.013 0.330 0.361 -0.371
O 1.368 1.909 -0.268 -0.016 0.119 0.356 0.123
H 0.980 -1.494 0.290 -0.119 0.112 -0.232 0.066
H -0.243 -2.483 -0.517 0.081 0.076 -0.035 0.081
H 1.214 -1.968 -1.391 -0.060 -0.020 0.018 0.081
H -0.747 -0.620 -2.127 -0.198 -0.384 -0.311 0.119
H 0.400 0.408 -1.352 -0.181 -0.398 -0.182 0.100
H -1.734 1.788 0.633 0.073 -0.211 0.005 0.153
H 0.017 1.537 2.418 -0.177 -0.091 0.371 0.116
H 0.297 -0.221 1.939 0.084 0.232 -0.133 0.112

8
Properties=species:S:1:pos:R:3:forces:R:3:lowdin_charge:R:1 method="wB97M-V/def2-TZVPD" e_tot_ha=-584.109928 mol_weight_g_mol=115.88 homo_ev=-6.7 multiplicity=1
C 0.864 -0.311 -0.925 -0.376 1.108 0.324 -0.461
O 1.008 0.675 -1.762 -0.574 0.510 -1.603 -0.440
Al -0.736 1.342 0.084 0.176 -1.384 0.594 0.738
F -1.583 0.406 1.498 0.479 0.458 -0.867 -0.517
C 0.990 -0.835 0.183 -0.678 -0.507 2.463 -0.396
O 0.940 -1.454 1.317 -0.362 0.139 -1.209 -0.270
Li -0.870 -1.210 1.702 0.662 -0.031 -0.013 0.711
Li -0.275 1.553 -2.658 0.674 -0.294 0.312 0.634

23
Properties=species:S:1:pos:R:3:forces:R:3:lowdin_charge:R:1 method="wB97M-V/def2-TZVPD" e_tot_ha=-442.568266 mol_weight_g_mol=139.20 homo_ev=-9.4 smiles="CC[C@@H](C)C#CCC(N)=O" e_above_lowest_kcal_mol=38.3 multiplicity=1
C 3.278 0.826 2.255 0.211 0.051 0.081 -0.113
C 2.096 0.335 1.428 -0.153 -0.159 0.031 -0.246
C 1.787 1.212 0.198 -0.090 0.140 0.159 -0.401
C 2.901 1.185 -0.856 0.161 -0.001 -0.093 -0.068
C 0.502 0.806 -0.390 -0.980 -0.272 -0.508 -0.004
C -0.550 0.476 -0.894 1.209 0.113 0.392 -0.015
C -1.779 0.005 -1.530 -0.260 1.225 0.427 -0.122
C -2.730 -0.754 -0.608 -2.343 -1.095 -2.692 -0.544
N -2.238 -1.797 0.074 -0.533 -1.399 0.538 0.139
O -3.941 -0.781 -0.874 1.280 0.918 0.279 0.019
H 4.236 0.656 1.744 -0.236 0.081 0.113 0.071
H 3.193 1.903 2.465 0.020 -0.272 -0.023 0.079
H 3.319 0.297 3.217 0.029 0.149 -0.248 0.072
H 2.277 -0.697 1.087 -0.076 0.241 0.064 0.116
H 1.197 0.301 2.062 0.209 0.040 -0.177 0.110
H 1.674 2.252 0.550 0.010 -0.236 -0.073 0.143
H 3.807 1.672 -0.474 -0.191 -0.147 -0.066 0.075
H 3.150 0.148 -1.126 -0.089 0.263 0.042 0.088
H 2.590 1.715 -1.766 0.082 -0.150 0.251 0.082
H -2.358 0.845 -1.942 0.256 -0.188 0.127 0.125
H -1.546 -0.660 -2.375 -0.121 0.003 0.396 0.135
H -1.442 -1.670 0.685 -0.162 -0.724 -0.226 0.102
H -2.958 -2.582 0.027 1.768 1.417 1.207 0.156